No. 1
DFT (the ωB97M-V functional and the def2-TZVPD basis) results for a cluster of 2 separate species, C12H17NO in total.

Output
LUMO: 0.92 eV
Structure (SMILES): CCc1c[nH]c2ccccc12.CCO
Spin multiplicity: 1
Highest occupied orbital energy: -0.2867 hartree
Kohn-Sham gap: 0.321 Ha

Each line ends with the Mulliken charge.
Element x y z (Å)
C (0.7791, 1.3648, -1.8219)  -0.8662
C (-0.1561, 2.3785, -1.0899)  -0.2712
C (-1.3463, 1.8851, -0.3642)  0.2031
C (-2.4670, 2.5683, -0.0704)  -0.9098
N (-3.2926, 1.7450, 0.6658)  0.0045
C (-2.7248, 0.5678, 0.9886)  -0.3556
C (-3.2367, -0.5724, 1.6551)  -1.1410
C (-2.4754, -1.7251, 1.5123)  -0.2848
C (-1.3268, -1.7515, 0.7786)  -0.7389
C (-0.8119, -0.6586, 0.1499)  0.0163
C (-1.4910, 0.5526, 0.2204)  1.3747
H (1.3369, 0.7388, -1.1459)  -0.2907
H (1.5211, 1.8914, -2.4339)  0.4360
H (0.1680, 0.7113, -2.4509)  0.3769
H (0.5547, 2.8519, -0.3754)  0.2378
H (-0.4563, 3.0138, -1.9221)  0.3056
H (-2.8013, 3.5599, -0.3370)  0.4135
H (-4.1206, 2.1662, 1.0567)  0.2105
H (-4.1609, -0.6492, 2.1849)  0.3583
H (-2.8102, -2.6032, 2.0071)  0.4071
H (-0.8572, -2.7450, 0.6803)  0.3525
H (0.1978, -0.6556, -0.2666)  0.0921
C (3.5159, -0.6881, -0.1620)  -0.8606
C (3.0022, -1.9969, 0.4148)  -0.2274
O (2.9872, -3.0790, -0.5282)  -0.5360
H (2.9471, -0.4097, -1.0512)  0.2410
H (4.5645, -0.8641, -0.4992)  0.3198
H (3.5088, 0.1424, 0.5407)  0.3022
H (3.6349, -2.3580, 1.2419)  0.3850
H (1.9958, -1.8625, 0.8041)  0.1243
H (3.8212, -3.5189, -0.3822)  0.3210

***

No. 2
DFT (the ωB97M-V functional and the def2-TZVPD basis) results for a structure of composition C12H17NO6Rb.

Output
LUMO: 1.12 eV
Spin multiplicity: 1
Total charge: -1
Highest occupied orbital energy: -0.0896 hartree
Kohn-Sham gap: 0.131 Ha

Each line ends with the Mulliken charge.
Element x y z (Å)
Rb (2.8052, 1.0372, -1.0936)  0.9749
C (3.0975, -3.8222, -3.5417)  -0.6316
C (3.2668, -2.5884, -2.8766)  0.4871
C (3.8338, -2.6417, -1.4220)  0.4093
O (3.8431, -1.5531, -0.8128)  -0.6616
C (4.2588, -3.8829, -0.8634)  -0.8901
C (4.1672, -5.0552, -1.6267)  0.4980
C (3.4960, -5.0401, -2.9914)  0.3357
O (3.1072, -6.1126, -3.5224)  -0.7204
O (4.7048, -6.1104, -1.2000)  -0.7374
O (2.9465, -1.4649, -3.3245)  -0.8007
H (2.6131, -3.7841, -4.5086)  0.3806
H (4.7310, -3.8795, 0.1069)  0.3925
C (-3.5527, 4.5521, 1.9119)  -0.7854
O (-2.8733, 3.9007, 0.8552)  -0.3574
C (-3.7458, 3.1600, 0.0003)  -0.6679
C (-3.5926, 1.6696, 0.3497)  -0.4770
N (-2.1823, 1.2882, 0.1567)  -0.3474
C (-1.7377, 0.3377, 1.1595)  -0.4922
C (-0.3697, -0.2307, 0.8162)  -0.7786
O (0.6566, 0.8020, 0.8610)  -0.2211
C (0.9485, 1.1968, 2.1873)  -0.8185
H (-2.8010, 4.6598, 2.6986)  0.2586
H (-4.3765, 4.0044, 2.3754)  0.3661
H (-3.8753, 5.5510, 1.6119)  0.2720
H (-3.4980, 3.3166, -1.0495)  0.3278
H (-4.7793, 3.4712, 0.1644)  0.4393
H (-4.2006, 0.9904, -0.2511)  0.3396
H (-3.8588, 1.5423, 1.4081)  0.2963
H (-1.6137, 2.1224, 0.2121)  0.3064
H (-2.4230, -0.5165, 1.1225)  0.4161
H (-1.7553, 0.7030, 2.1923)  0.3407
H (-0.3266, -0.5989, -0.2061)  0.3518
H (-0.0652, -1.0302, 1.4960)  0.3682
H (0.1110, 1.7477, 2.6215)  0.2389
H (1.7836, 1.9027, 2.1685)  0.2505
H (1.2566, 0.3557, 2.8142)  0.3371

***

No. 3
DFT (the ωB97M-V functional and the def2-TZVPD basis) results for a cluster of 2 separate species, C12H18 in total.

Output
LUMO: 1.00 eV
Structure (SMILES): CC(C)=C(C)C.c1ccccc1
Spin multiplicity: 1
Highest occupied orbital energy: -0.3072 hartree
Kohn-Sham gap: 0.344 Ha

Each line ends with the Mulliken charge.
Element x y z (Å)
C (-0.4257, -2.4165, -0.7133)  -1.3446
C (0.4054, -1.6624, 0.2987)  0.9606
C (1.8736, -1.6870, -0.0577)  -1.5137
C (-0.1012, -1.0433, 1.3865)  0.9618
C (0.7348, -0.3325, 2.4254)  -1.3450
C (-1.5744, -0.9754, 1.7160)  -1.5146
H (-0.4300, -1.8663, -1.6692)  0.2270
H (0.0358, -3.4046, -0.8782)  0.3637
H (-1.4692, -2.5654, -0.3883)  0.3287
H (2.4782, -1.0017, 0.5599)  0.3405
H (2.2653, -2.7106, 0.0664)  0.3414
H (1.9816, -1.3949, -1.1158)  0.3026
H (1.8160, -0.5158, 2.3071)  0.3280
H (0.4255, -0.6846, 3.4239)  0.3644
H (0.5533, 0.7537, 2.3635)  0.2273
H (-1.7801, -1.5882, 2.6097)  0.3408
H (-1.8345, 0.0727, 1.9405)  0.3032
H (-2.2167, -1.3285, 0.8917)  0.3408
C (1.1306, 1.9840, -1.5783)  -0.3698
C (0.7022, 2.6498, -0.4293)  -0.3691
C (-0.6566, 2.6951, -0.1149)  -0.3827
C (-1.5869, 2.0746, -0.9495)  -0.3700
C (-1.1585, 1.4088, -2.0985)  -0.3703
C (0.2003, 1.3635, -2.4129)  -0.3830
H (2.1998, 1.9483, -1.8257)  0.3686
H (1.4342, 3.1380, 0.2275)  0.3656
H (-0.9937, 3.2190, 0.7892)  0.3824
H (-2.6561, 2.1103, -0.7022)  0.3682
H (-1.8905, 0.9205, -2.7553)  0.3654
H (0.5374, 0.8395, -3.3170)  0.3818

***

No. 4
DFT (the ωB97M-V functional and the def2-TZVPD basis) results for a structure of composition C12H18AsN4O8RuS.

Output
LUMO (alpha / beta): 0.07 / -1.03 eV
Spin multiplicity: 2
Expectation value of S²: 0.7534
Highest occupied orbital energy (alpha / beta): -0.3364 / -0.3323 hartree
Kohn-Sham gap (alpha / beta): 0.339 / 0.294 Ha

Each line ends with the Mulliken charge.
Element x y z (Å)
Ru (0.0495, -0.7887, 0.9264)  0.8510
O (2.9083, 1.1878, 1.2785)  -0.6824
As (3.2502, -0.5342, 1.4300)  1.0180
O (4.7120, -0.8806, 0.8363)  -0.7463
O (1.9416, -1.3114, 0.6552)  -0.5470
C (3.1656, -0.9535, 3.3240)  -0.4443
C (4.4026, -1.2839, 3.8618)  -0.5068
C (4.5233, -1.6242, 5.2036)  -0.5765
C (3.4068, -1.6380, 6.0209)  -0.5460
C (2.1621, -1.3147, 5.4993)  -0.6592
C (2.0450, -0.9808, 4.1588)  0.6707
S (0.4106, -0.6160, 3.5838)  1.6146
O (-0.4026, -0.3321, 4.7139)  -0.6856
O (-0.0441, -1.7782, 2.7414)  -0.4787
O (0.5536, 0.4850, 2.5713)  -0.7835
H (2.1423, 1.3969, 1.8350)  0.4373
H (5.2658, -1.2729, 3.2076)  0.5301
H (5.4957, -1.8752, 5.6063)  0.3932
H (3.4967, -1.8965, 7.0674)  0.3915
H (1.2798, -1.3094, 6.1236)  0.4938
N (0.2346, 0.4877, -0.7232)  -0.5241
H (-0.2769, 1.3514, -0.5669)  0.3326
H (-0.1110, 0.0581, -1.5754)  0.2677
H (1.2221, 0.7052, -0.8383)  0.2909
N (-0.4233, -2.2692, -0.3541)  -0.0682
C (-0.7584, -3.3068, -0.7216)  0.4111
N (-1.1534, -4.4730, -1.1681)  -0.0949
C (-2.5124, -4.8896, -0.7596)  -0.8098
C (-2.5023, -5.3985, 0.6850)  -0.4823
C (-1.1478, -6.0452, 1.0215)  -0.5223
C (-0.5244, -6.6664, -0.2260)  -0.5579
C (-0.1500, -5.5637, -1.2200)  -0.8304
H (-2.8150, -5.6640, -1.4644)  0.3553
H (-3.1836, -4.0424, -0.8851)  0.4484
H (-3.3138, -6.1191, 0.8057)  0.3851
H (-2.7021, -4.5683, 1.3621)  0.2328
H (-1.2704, -6.7928, 1.8043)  0.4392
H (-0.4669, -5.2879, 1.4214)  0.1309
H (-1.2291, -7.3662, -0.6827)  0.3233
H (0.3723, -7.2382, 0.0141)  0.3847
H (-0.0917, -5.9385, -2.2425)  0.2484
H (0.8156, -5.1303, -0.9607)  0.4380
O (-2.8042, -1.9373, 1.0495)  -0.3442
N (-2.9321, -0.7448, 1.0135)  0.1781
O (-1.8204, -0.0515, 1.0865)  -0.3762

***

No. 5
DFT (the ωB97M-V functional and the def2-TZVPD basis) results for a structure of composition C12H18AsN4O8RuS.

Output
LUMO (alpha / beta): -2.27 / -1.64 eV
Spin multiplicity: 2
Expectation value of S²: 0.7873
Highest occupied orbital energy (alpha / beta): -0.3362 / -0.3408 hartree
Kohn-Sham gap (alpha / beta): 0.253 / 0.280 Ha

Each line ends with the Mulliken charge.
Element x y z (Å)
Ru (-1.3326, -1.3608, -0.5500)  -0.0476
O (1.0094, 1.0196, 1.9346)  -0.6755
As (1.4262, -0.0396, 0.5916)  1.4200
O (2.8765, 0.4874, 0.0985)  -0.7624
O (0.2933, 0.0937, -0.6632)  -0.2853
C (1.4984, -1.8663, 1.2355)  -0.1007
C (2.7129, -2.5038, 1.0141)  -0.7265
C (2.8930, -3.8116, 1.4327)  -0.5873
C (1.8656, -4.4910, 2.0754)  -0.5705
C (0.6521, -3.8625, 2.2909)  -1.0165
C (0.4712, -2.5548, 1.8597)  0.8864
S (-1.1674, -1.8932, 2.0999)  1.6333
O (-1.5408, -2.0601, 3.4662)  -0.6526
O (-2.0086, -2.6568, 1.1331)  -0.6531
O (-1.1637, -0.4835, 1.6301)  -0.5826
H (0.1532, 0.7534, 2.2984)  0.3851
H (3.5003, -1.9441, 0.5238)  0.5192
H (3.8364, -4.3080, 1.2491)  0.3988
H (2.0185, -5.5050, 2.4189)  0.4018
H (-0.1702, -4.3625, 2.7862)  0.4374
N (-3.0969, -2.4617, -1.6545)  -0.5018
H (-3.0069, -2.4135, -2.6605)  0.2579
H (-3.8639, -1.8720, -1.3555)  0.3168
H (-3.2519, -3.4131, -1.3466)  0.2685
N (-2.4700, 0.3508, -1.5017)  -0.7359
C (-1.8566, 1.3449, -1.3692)  0.9542
N (-1.2887, 2.4889, -1.2104)  0.0361
C (-0.3347, 3.0128, -2.2016)  -0.8924
C (1.0383, 3.2208, -1.5686)  -0.1191
C (0.9689, 4.1022, -0.2984)  -0.5667
C (-0.4796, 4.3642, 0.1329)  -0.9667
C (-1.2480, 3.0533, 0.1558)  -0.0667
H (-0.7262, 3.9617, -2.5755)  0.3500
H (-0.2725, 2.3049, -3.0262)  0.4780
H (1.6852, 3.6803, -2.3161)  0.4228
H (1.4569, 2.2467, -1.3192)  -0.1347
H (1.4756, 5.0525, -0.4681)  0.3327
H (1.4909, 3.5851, 0.5081)  0.2907
H (-0.9608, 5.0730, -0.5450)  0.3232
H (-0.5008, 4.7910, 1.1355)  0.4101
H (-2.2730, 3.1786, 0.5096)  0.5105
H (-0.7340, 2.3501, 0.8136)  -0.0993
O (0.4779, -2.7077, -1.3682)  -0.2536
N (0.4486, -2.3265, -2.5393)  0.3023
O (-0.5014, -1.6180, -2.8564)  -0.3384

***

No. 6
DFT (the ωB97M-V functional and the def2-TZVPD basis) results for a structure of composition C12H18BErN3O2S.

Output
LUMO (alpha / beta): -11.40 / -13.18 eV
Spin multiplicity: 4
Expectation value of S²: 3.7805
Total charge: +3
Highest occupied orbital energy (alpha / beta): -0.6470 / -0.6447 hartree
Kohn-Sham gap (alpha / beta): 0.228 / 0.160 Ha

Each line ends with the Mulliken charge.
Element x y z (Å)
C (3.3739, -2.9321, 0.6989)  -1.0587
C (2.8125, -2.0238, -0.5215)  0.0070
O (3.7217, -0.9586, -0.8574)  -0.0606
C (3.2914, -0.1998, -2.0043)  -0.4498
C (2.9127, 1.3515, -1.6112)  -0.8065
C (1.4411, 1.2613, -0.9452)  0.2164
C (0.1736, 1.4055, -1.8220)  -0.6455
C (-1.2415, 1.2590, -1.0993)  0.5489
N (-2.4313, 1.3496, -1.9296)  -0.4125
C (-1.2790, 0.9854, 0.4563)  -0.2459
B (-2.7737, 0.8104, 1.1488)  0.4517
O (-3.1872, 1.6689, 2.2700)  -0.4605
C (-3.7200, -0.3300, 0.4603)  -0.2083
C (-4.5739, -1.1952, 1.5154)  -1.1173
C (0.0249, 0.8489, 1.3096)  0.2012
N (0.2118, 0.5681, 2.7080)  -0.5321
S (1.9152, 0.5235, 2.9698)  0.2647
N (2.6074, 0.8555, 1.4282)  -0.4687
C (1.4211, 0.9868, 0.6072)  0.4463
H (4.4350, -3.3273, 0.4802)  0.3479
H (3.3803, -2.3129, 1.6663)  0.2394
H (2.6324, -3.7921, 0.8736)  0.3714
H (2.5858, -2.7267, -1.4133)  0.4429
H (1.7709, -1.6447, -0.1702)  0.1917
H (2.2892, -0.6649, -2.3484)  0.3919
H (3.9942, -0.2653, -2.9035)  0.3986
H (2.9195, 2.0217, -2.5442)  0.4437
H (3.6967, 1.7269, -0.8676)  0.3673
H (0.2091, 1.5728, -2.9566)  0.2704
H (-3.1577, 1.9416, -1.5110)  0.2293
H (-2.2211, 1.6114, -2.9016)  0.3061
H (-3.1402, 1.1988, 3.1378)  0.3831
H (-3.0120, -1.0539, -0.0909)  0.2449
H (-4.3517, 0.1824, -0.3441)  0.3372
H (-5.0337, -0.5978, 2.3704)  0.2894
H (-3.9163, -2.0473, 1.9201)  0.3352
H (-5.4121, -1.7234, 0.9213)  0.3353
Er (-2.3687, 3.6659, 1.8998)  1.4041